Density functional theory data (ωB97M-V with the def2-TZVPD basis set) for C12H15B2BeF14N6O4S2 as an isolated structure.

Values from the calculation:
Energy   -91297.255 eV
HOMO level   -7.1 eV
Charge   -1
Energy above the lowest of the compared OMol25 structures with the same formula, charge and spin   0.00 kJ/mol

Last column: Löwdin charge in e.
CARTESIAN COORDINATES (ANGSTROEM)
Be  0.158  -0.065  -0.560  0.85
B  -1.498  -1.694  -3.476  -1.27
F  -0.989  -0.935  -2.369  0.03
F  -2.745  -2.231  -3.245  0.13
F  -1.466  -0.837  -4.578  0.12
F  -0.547  -2.718  -3.689  0.09
B  2.042  0.054  -3.055  -1.30
F  3.140  0.725  -3.661  0.09
F  1.595  -0.923  -3.906  0.16
F  2.466  -0.553  -1.852  0.06
F  1.045  0.961  -2.676  0.10
C  2.932  0.478  2.826  -0.66
F  1.800  1.108  3.122  0.09
F  3.960  1.087  3.376  0.16
F  2.823  -0.774  3.265  0.12
S  3.152  0.427  0.864  0.67
O  4.441  1.010  0.588  -0.28
O  2.984  -0.957  0.496  -0.33
N  1.786  1.342  0.304  -0.29
S  2.446  2.771  0.139  0.56
O  2.944  3.357  1.380  -0.31
O  3.319  2.894  -0.990  -0.25
C  0.990  3.949  -0.282  -0.65
F  1.512  5.151  -0.514  0.13
F  0.392  3.596  -1.425  0.12
F  0.116  4.015  0.717  0.11
C  -3.301  -3.785  -0.127  -0.04
C  -2.539  -2.545  -0.069  -0.24
N  -1.906  -1.594  -0.062  0.19
H  -2.731  -4.486  -0.740  0.09
H  -4.284  -3.581  -0.540  0.09
H  -3.221  -4.272  0.846  0.07
C  -3.125  3.764  -1.398  -0.04
C  -2.318  2.556  -1.207  -0.22
N  -1.657  1.632  -1.106  0.20
H  -2.490  4.619  -1.621  0.08
H  -3.735  3.939  -0.513  0.08
H  -3.808  3.662  -2.240  0.09
C  -0.559  3.074  3.808  -0.04
C  -0.732  2.141  2.706  -0.27
N  -0.850  1.452  1.798  0.16
H  0.502  3.027  4.057  0.08
H  -1.104  2.638  4.647  0.08
H  -0.890  4.079  3.570  0.09
C  -1.635  -2.022  3.389  -0.04
C  -0.472  -1.564  2.633  -0.25
N  0.369  -1.147  1.976  0.18
H  -1.348  -2.572  4.284  0.08
H  -2.207  -2.626  2.689  0.06
H  -2.168  -1.135  3.729  0.08
C  1.331  -4.857  -2.144  -0.04
C  0.987  -3.623  -1.439  -0.22
N  0.795  -2.632  -0.907  0.20
H  1.127  -5.616  -1.385  0.08
H  2.394  -4.962  -2.353  0.09
H  0.774  -4.802  -3.078  0.08

Density functional theory data (ωB97M-V with the def2-TZVPD basis set) for C2H2NdO2 as an isolated structure.

Values from the calculation:
Energy   -21456.451 eV
HOMO level (spin up / spin down)   -17.1 / -17.2 eV
Expectation value of S²   6.00
Charge   +2
Spin multiplicity   5
Energy above the lowest of the compared OMol25 structures with the same formula, charge and spin   93.41 kJ/mol

Last column: Mulliken spin population.
CARTESIAN COORDINATES (ANGSTROEM)
O  -1.713  0.972  0.044  0.00
C  -0.815  0.327  0.624  0.00
C  0.029  -0.639  0.050  0.00
O  1.286  -0.582  0.065  0.00
H  -0.466  -1.597  -0.205  0.00
Nd  3.367  0.805  0.374  4.00
H  -1.689  0.713  -0.953  0.00

Density functional theory data (ωB97M-V with the def2-TZVPD basis set) for C3H9O3V as an isolated structure.

Values from the calculation:
Energy   -35079.127 eV
HOMO level (spin up / spin down)   -12.9 / -14.2 eV
Expectation value of S²   3.76
Charge   +1
Spin multiplicity   4

Last column: Mulliken spin population.
CARTESIAN COORDINATES (ANGSTROEM)
O  2.882  1.702  -0.363  -0.01
H  2.122  2.479  -0.161  0.01
H  3.583  1.876  0.271  0.00
C  -0.403  -2.378  -0.188  0.01
O  -0.154  -0.977  -0.185  0.01
C  -1.269  -0.161  0.208  0.00
C  -0.918  1.310  0.059  0.01
H  0.507  -2.869  -0.548  -0.01
H  -0.635  -2.721  0.829  0.00
H  -1.246  -2.592  -0.858  0.00
H  -1.502  -0.405  1.256  0.00
H  -2.112  -0.421  -0.449  0.01
H  -1.186  1.611  -0.971  -0.01
H  -1.539  1.862  0.787  0.00
V  1.443  0.066  0.040  2.99
O  0.426  1.621  0.275  -0.02

Density functional theory data (ωB97M-V with the def2-TZVPD basis set) for an isolated ion of composition C30H31N2 and charge +1.

Values from the calculation:
Energy   -34586.218 eV
SMILES string   Cc1ccc([C@H](c2c(C)[nH]c3ccccc23)[C@H]2Cc3ccccc3C2=[N+]2CCCC2)cc1
HOMO level   -10.0 eV
Charge   +1
Energy above the lowest of the compared OMol25 structures with the same formula, charge and spin   94.45 kJ/mol

Last column: Löwdin charge in e.
CARTESIAN COORDINATES (ANGSTROEM)
C  0.620  -6.641  0.609  -0.05
C  0.189  -5.202  0.376  -0.26
C  0.137  -4.653  -0.917  -0.02
C  -0.198  -3.293  -1.066  -0.05
C  -0.327  -2.458  0.053  -0.16
C  -0.638  -0.915  -0.191  -0.18
C  0.032  -0.402  -1.374  -0.15
C  -0.529  0.680  -2.081  -0.24
C  -1.828  1.361  -1.852  0.00
N  0.288  1.015  -3.108  0.12
C  1.403  0.166  -3.129  -0.19
C  2.464  0.153  -4.015  -0.02
C  3.457  -0.844  -3.818  -0.07
C  3.341  -1.803  -2.760  -0.08
C  2.289  -1.724  -1.829  -0.05
C  1.286  -0.748  -2.032  -0.12
C  -0.370  0.156  0.917  -0.14
C  1.185  0.058  1.162  -0.06
C  1.675  1.483  1.095  -0.12
C  3.026  1.860  1.118  0.02
C  3.275  3.259  1.227  -0.03
C  2.212  4.177  1.392  -0.04
C  0.870  3.736  1.396  0.01
C  0.574  2.373  1.220  -0.10
C  -0.678  1.662  1.208  -0.01
N  -1.866  2.228  1.544  -0.01
C  -2.159  3.668  1.340  -0.13
C  -3.667  3.790  1.531  -0.15
C  -4.147  2.513  2.236  -0.14
C  -2.981  1.490  2.196  -0.09
C  -0.503  -3.056  1.307  -0.03
C  -0.182  -4.416  1.484  -0.03
H  0.565  -6.860  1.675  0.07
H  0.010  -7.352  0.047  0.08
H  1.649  -6.774  0.277  0.08
H  0.319  -5.281  -1.800  0.13
H  -0.241  -2.881  -2.077  0.13
H  -1.802  -0.817  -0.305  0.16
H  -2.526  0.677  -1.356  0.08
H  -1.727  2.281  -1.263  0.07
H  -2.247  1.605  -2.832  0.09
H  0.074  1.724  -3.810  0.17
H  2.513  0.928  -4.779  0.11
H  4.349  -0.868  -4.477  0.11
H  4.096  -2.610  -2.667  0.11
H  2.154  -2.484  -1.045  0.11
H  -0.963  -0.406  1.692  0.13
H  1.187  -0.467  2.155  0.15
H  1.780  -0.566  0.460  0.12
H  3.818  1.071  1.012  0.14
H  4.335  3.581  1.109  0.13
H  2.460  5.246  1.457  0.12
H  0.100  4.443  1.631  0.08
H  -1.827  3.994  0.345  0.13
H  -1.692  4.274  2.133  0.12
H  -4.143  3.880  0.554  0.11
H  -3.919  4.681  2.109  0.12
H  -4.439  2.730  3.277  0.12
H  -5.030  2.097  1.734  0.12
H  -2.725  1.204  3.235  0.14
H  -3.251  0.580  1.638  0.13
H  -0.839  -2.440  2.149  0.11
H  -0.288  -4.863  2.482  0.12

Density functional theory data (ωB97M-V with the def2-TZVPD basis set) for C35H29IrN6OSSe as an isolated structure.

Values from the calculation:
Energy   -126773.754 eV
HOMO level   -7.1 eV
Charge   0
Energy above the lowest of the compared OMol25 structures with the same formula, charge and spin   0.00 kJ/mol

Last column: Löwdin charge in e.
CARTESIAN COORDINATES (ANGSTROEM)
Ir  0.738  -0.584  -0.490  1.03
C  -2.567  1.615  -6.155  -0.05
C  -1.579  0.944  -5.241  -0.28
C  -0.203  1.032  -5.468  -0.03
C  0.696  0.485  -4.583  -0.01
C  0.293  -0.219  -3.434  -0.28
N  1.215  -0.655  -2.493  -0.13
C  2.447  -1.142  -2.898  -0.24
C  2.588  -1.934  -4.051  -0.02
C  3.788  -2.504  -4.411  -0.04
C  4.929  -2.353  -3.621  -0.28
C  6.220  -3.044  -3.968  -0.05
C  4.809  -1.582  -2.481  0.01
C  3.613  -0.951  -2.139  -0.12
N  3.649  -0.083  -1.004  -0.05
C  4.718  0.622  -0.577  -0.05
C  4.385  1.235  0.607  -0.03
C  3.060  0.863  0.842  -0.14
N  2.627  0.072  -0.130  -0.15
C  -1.088  -0.347  -3.244  -0.14
C  -1.992  0.260  -4.115  0.01
N  -1.652  -1.122  -2.182  -0.04
C  -2.840  -1.758  -2.214  -0.05
C  -3.039  -2.371  -1.001  -0.03
C  -1.899  -2.076  -0.258  -0.12
N  -1.061  -1.335  -0.983  -0.13
H  -2.284  1.487  -7.200  0.08
H  -2.616  2.688  -5.958  0.08
H  -3.569  1.208  -6.024  0.07
H  0.165  1.572  -6.333  0.12
H  1.758  0.609  -4.748  0.12
H  1.710  -2.104  -4.660  0.12
H  3.836  -3.108  -5.310  0.12
H  6.386  -3.045  -5.045  0.08
H  6.210  -4.085  -3.637  0.08
H  7.071  -2.554  -3.496  0.07
H  5.664  -1.465  -1.827  0.12
H  5.622  0.650  -1.157  0.13
H  5.005  1.875  1.207  0.10
H  2.387  1.124  1.641  0.10
H  -3.051  0.220  -3.895  0.11
H  -3.442  -1.768  -3.104  0.13
H  -3.883  -2.967  -0.704  0.10
H  -1.618  -2.337  0.748  0.10
Se  0.024  1.716  -0.563  0.80
C  -1.053  2.015  0.997  -0.61
C  -2.251  1.341  1.214  -0.11
C  -3.005  1.665  2.328  -0.14
N  -2.672  2.617  3.202  0.07
C  -1.539  3.268  2.974  -0.16
C  -0.695  3.002  1.901  -0.12
H  -2.587  0.571  0.532  0.09
H  -3.934  1.140  2.526  0.11
H  -1.277  4.042  3.689  0.11
H  0.227  3.555  1.780  0.10
C  -4.220  1.450  6.232  -0.05
C  -3.900  1.115  7.662  -0.74
O  -4.563  1.479  8.596  0.00
S  -2.432  0.155  8.051  1.02
C  -1.665  -0.132  6.477  -0.57
C  -1.941  -1.294  5.762  -0.10
C  -1.372  -1.498  4.517  -0.03
C  -0.506  -0.550  3.964  -0.25
C  -0.200  0.591  4.712  -0.04
C  -0.774  0.798  5.953  -0.09
C  0.008  -0.697  2.636  -0.13
C  0.312  -0.699  1.460  -0.25
H  -5.294  1.614  6.161  0.09
H  -3.896  0.689  5.529  0.06
H  -3.708  2.374  5.958  0.09
H  -2.618  -2.027  6.180  0.11
H  -1.601  -2.394  3.956  0.11
H  0.474  1.327  4.293  0.11
H  -0.549  1.694  6.517  0.11

Density functional theory data (ωB97M-V with the def2-TZVPD basis set) for C6H7CsO6 as an isolated structure.

Values from the calculation:
Energy   -19160.593 eV
HOMO level   -5.7 eV
Charge   0
Energy above the lowest of the compared OMol25 structures with the same formula, charge and spin   613.01 kJ/mol

Last column: Löwdin charge in e.
CARTESIAN COORDINATES (ANGSTROEM)
O  1.632  -0.826  -1.942  -0.02
C  1.369  -0.760  -0.659  -0.24
C  1.024  -1.991  -2.547  -0.12
O  0.879  0.843  0.280  -0.38
O  1.011  -1.946  -0.231  -0.01
C  0.538  -2.769  -1.324  -0.12
H  1.779  -2.520  -3.135  0.12
H  0.210  -1.637  -3.189  0.12
H  0.981  -3.764  -1.224  0.12
H  -0.555  -2.812  -1.257  0.13
Cs  4.008  2.843  1.079  0.88
C  -0.433  2.130  0.918  -0.14
O  -1.943  0.983  2.328  0.04
C  -2.396  0.868  1.077  -0.65
C  -0.940  2.021  2.357  -0.16
O  -1.648  1.527  0.223  0.02
O  -3.220  0.038  0.765  0.09
H  -0.684  3.172  0.623  0.10
H  -0.201  1.678  3.092  0.11
H  -1.411  2.924  2.766  0.11

Density functional theory data (ωB97M-V with the def2-TZVPD basis set) for an isolated ion of composition C6H11BrN and charge +1.

Values from the calculation:
Energy   -77921.484 eV
HOMO level (spin up / spin down)   -11.3 / -12.1 eV
Charge   +1
Energy above the lowest of the compared OMol25 structures with the same formula, charge and spin   451.83 kJ/mol

Last column: Löwdin charge in e.
CARTESIAN COORDINATES (ANGSTROEM)
C  0.823  -1.558  0.139  -0.08
C  0.289  -0.360  -0.334  -0.36
C  1.741  -1.554  1.247  -0.28
C  0.606  0.850  0.277  -0.14
C  2.874  -0.557  1.039  -0.58
C  -0.654  -0.365  -1.550  -0.03
N  -0.238  2.128  0.231  0.18
Br  3.235  0.199  -0.575  0.90
H  0.340  -2.522  -0.156  0.14
H  1.336  -1.302  2.202  0.12
H  2.286  -2.516  1.443  0.15
H  1.061  0.982  1.231  0.10
H  3.268  -0.262  2.018  0.07
H  -1.614  0.150  -1.456  0.07
H  -1.030  -1.451  -1.739  0.12
H  -0.018  0.004  -2.354  0.09
H  -0.923  2.111  1.054  0.20
H  -0.874  2.400  -0.462  0.12
H  0.369  2.995  0.326  0.20

Density functional theory data (ωB97M-V with the def2-TZVPD basis set) for C47H56ClHfN3O10S2Sb as an isolated structure.

Values from the calculation:
Energy   -116606.485 eV
HOMO level   -15.3 eV
Charge   +3
Energy above the lowest of the compared OMol25 structures with the same formula, charge and spin   142.93 kJ/mol

Last column: Löwdin charge in e.
CARTESIAN COORDINATES (ANGSTROEM)
Hf  0.427  -0.201  -0.894  1.71
C  2.199  -0.614  -3.918  -0.02
O  2.266  -0.147  -2.550  -0.29
C  3.553  -0.507  -2.022  -0.15
C  3.730  0.178  -0.693  -0.14
O  2.652  -0.189  0.182  -0.32
C  2.991  -1.005  1.321  -0.11
C  2.109  -2.225  1.328  -0.15
O  0.760  -1.803  1.114  -0.32
C  -0.134  -2.841  1.553  -0.05
H  2.911  -0.055  -4.525  0.12
H  2.446  -1.677  -3.961  0.11
H  1.197  -0.458  -4.294  0.08
H  3.606  -1.595  -1.908  0.14
H  4.333  -0.172  -2.710  0.16
H  4.692  -0.079  -0.253  0.15
H  3.695  1.262  -0.828  0.10
H  4.037  -1.306  1.285  0.15
H  2.825  -0.400  2.216  0.14
H  2.386  -2.921  0.530  0.12
H  2.192  -2.729  2.293  0.16
H  -0.184  -2.844  2.641  0.11
H  -1.129  -2.639  1.171  0.07
H  0.207  -3.813  1.195  0.10
C  -4.718  -3.407  5.825  -0.10
C  -4.732  -3.631  4.323  -0.27
S  -3.713  -2.426  3.477  0.67
O  -3.615  -2.795  2.075  -0.33
O  -2.438  -2.268  4.143  -0.32
C  -4.582  -0.840  3.577  -0.17
C  -3.833  0.376  2.969  -0.08
N  -3.089  0.164  1.710  0.09
C  -1.751  0.100  1.592  -0.30
N  -1.405  -0.235  0.329  -0.03
C  -2.580  -0.396  -0.368  -0.03
C  -3.613  -0.154  0.471  -0.11
N  -5.011  -0.273  0.143  -0.31
O  -5.817  0.005  1.008  0.12
O  -5.247  -0.643  -0.982  0.15
C  -0.801  0.359  2.701  0.03
H  -5.228  -4.227  6.327  0.09
H  -5.233  -2.487  6.097  0.08
H  -3.696  -3.362  6.194  0.08
H  -5.726  -3.542  3.883  0.11
H  -4.295  -4.587  4.032  0.12
H  -4.738  -0.651  4.638  0.11
H  -5.535  -0.995  3.078  0.10
H  -3.111  0.752  3.690  0.13
H  -4.582  1.142  2.778  0.13
H  -2.623  -0.658  -1.412  0.13
H  -0.927  1.363  3.108  0.10
H  0.220  0.242  2.346  0.06
H  -0.980  -0.365  3.496  0.09
Cl  0.749  4.228  -7.608  0.78
C  0.358  3.243  -6.268  -0.64
C  -0.705  2.346  -6.351  -0.06
C  -1.003  1.525  -5.283  0.02
C  -0.262  1.627  -4.104  -0.16
C  0.792  2.545  -4.020  -0.03
C  1.114  3.336  -5.100  -0.06
C  -0.530  0.816  -2.921  -0.52
O  -0.608  -0.451  -2.881  -0.08
O  -0.535  1.362  -1.755  -0.25
H  -1.294  2.304  -7.257  0.12
H  -1.836  0.836  -5.344  0.13
H  1.383  2.603  -3.117  0.10
H  1.937  4.034  -5.043  0.12
C  -2.634  4.607  2.580  -0.05
C  -2.892  3.680  1.581  -0.07
C  -1.842  3.039  0.937  -0.16
C  -0.529  3.304  1.315  -0.36
C  -0.270  4.243  2.305  -0.10
C  -1.323  4.892  2.934  -0.04
Sb  1.098  2.494  0.149  1.61
C  2.825  2.959  1.344  -0.37
C  3.987  3.433  0.741  -0.16
C  5.109  3.709  1.509  -0.05
C  5.082  3.492  2.880  -0.05
C  3.940  2.980  3.478  -0.06
C  2.816  2.706  2.712  -0.15
C  0.854  4.310  -1.030  -0.33
C  -0.295  4.455  -1.800  -0.15
C  -0.510  5.628  -2.507  -0.06
C  0.414  6.662  -2.443  -0.05
C  1.536  6.530  -1.642  -0.05
C  1.756  5.360  -0.925  -0.11
H  -3.451  5.124  3.065  0.12
H  -3.913  3.476  1.284  0.11
H  -2.056  2.369  0.111  0.08
H  0.752  4.481  2.570  0.10
H  -1.115  5.635  3.692  0.12
H  4.014  3.606  -0.330  0.10
H  5.999  4.103  1.036  0.12
H  5.955  3.715  3.478  0.12
H  3.920  2.798  4.544  0.12
H  1.922  2.320  3.190  0.09
H  -1.037  3.672  -1.854  0.09
H  -1.404  5.731  -3.108  0.12
H  0.250  7.572  -3.002  0.12
H  2.251  7.339  -1.566  0.12
H  2.616  5.290  -0.275  0.08
C  1.986  -8.571  -0.458  -0.02
C  1.414  -7.212  -0.702  -0.23
C  2.255  -6.153  -1.062  0.00
C  1.745  -4.901  -1.347  -0.08
C  0.376  -4.692  -1.248  -0.43
C  -0.478  -5.713  -0.856  -0.07
C  0.045  -6.969  -0.597  0.00
S  -0.358  -3.128  -1.690  1.08
C  -0.375  -3.425  -3.468  -0.17
O  0.817  -2.114  -1.469  -0.63
H  2.559  -8.901  -1.325  0.10
H  1.212  -9.306  -0.254  0.09
H  2.676  -8.551  0.387  0.10
H  3.319  -6.330  -1.146  0.13
H  2.398  -4.097  -1.664  0.11
H  -1.543  -5.531  -0.779  0.13
H  -0.620  -7.779  -0.329  0.13
H  0.604  -3.770  -3.790  0.08
H  -0.663  -2.508  -3.972  0.05
H  -1.121  -4.198  -3.651  0.09